The following is a DFT calculation (the ωB97M-V functional and the def2-TZVPD basis) of a molecular structure, C24H28AuN2O3P2.

Values from the calculation:
E_tot: -56725.429 eV
relative energy (zero: lowest compared OMol25 entry of this formula, charge and spin): 162.0 kJ/mol
total charge: +1
2S+1: 3
LUMO (alpha / beta): -4.0 / -5.3 eV
<S²>: 2.04
HOMO (alpha / beta): -8.95 / -10.96 eV
orbital gap (alpha / beta): 4.9 / 5.7 eV

Atoms and positions in Å:
C (-1.8808, 2.8136, -3.7044)
C (-1.4984, 1.5078, -3.4073)
C (-0.1003, 1.1579, -3.5671)
C (0.9349, 2.1976, -3.7423)
C (0.4582, 3.5398, -3.5039)
C (-0.8874, 3.7945, -3.7586)
C (2.3345, 1.7791, -3.8432)
C (2.6068, 0.4047, -3.4507)
C (1.4695, -0.5555, -3.3261)
C (1.6783, -1.9084, -2.8989)
C (2.9906, -2.3756, -2.8728)
C (4.0584, -1.4602, -2.8816)
C (3.8570, -0.0690, -2.8845)
H (-2.9354, 3.0320, -3.8579)
H (1.1565, 4.3612, -3.2786)
H (-1.2046, 4.8029, -3.9778)
H (2.9817, 2.4828, -3.2662)
H (3.1807, -3.4561, -2.8064)
H (5.0789, -1.8481, -2.8376)
H (4.6809, 0.6162, -2.5952)
N (0.2242, -0.1500, -3.6199)
Au (0.3439, 0.6352, 1.3171)
C (-2.4255, 0.4881, -2.6520)
H (-2.1580, -0.5273, -2.9742)
H (-3.4995, 0.6218, -2.8978)
C (0.4889, -2.7019, -2.3643)
H (-0.3941, -2.5508, -2.9912)
H (0.6362, -3.7907, -2.3175)
P (-1.9927, 0.6498, -0.8469)
P (0.0963, -1.9864, -0.6763)
C (1.4947, -2.6512, 0.2669)
H (1.1702, -2.7262, 1.3081)
H (1.7822, -3.6374, -0.1104)
H (2.3447, -1.9651, 0.2114)
C (-1.2251, -3.1069, -0.1256)
H (-0.8026, -4.1159, -0.0673)
H (-1.5601, -2.7643, 0.8607)
H (-2.0505, -3.0738, -0.8463)
C (-2.4709, 2.3477, -0.4568)
H (-3.2420, 2.7413, -1.1293)
H (-2.8654, 2.3776, 0.5650)
H (-1.6107, 3.0188, -0.5087)
C (-3.3728, -0.2708, -0.1107)
H (-3.2406, -0.2978, 0.9743)
H (-4.3250, 0.2165, -0.3698)
H (-3.3722, -1.2967, -0.4921)
C (-0.7708, -0.3215, 2.5761)
O (-1.3966, -0.8835, 3.3662)
H (-0.5439, 0.0750, -0.1934)
O (0.8464, 3.9046, 0.3574)
C (1.8254, 3.2162, 0.5555)
C (3.2586, 3.7215, 0.7794)
C (4.1268, 2.4775, 0.8255)
C (3.1700, 1.3124, 0.6501)
O (3.5076, 0.1383, 0.5711)
N (1.8640, 1.8063, 0.5210)
H (3.6030, 4.4376, 0.0125)
H (3.3222, 4.2969, 1.7151)
H (4.8971, 2.5314, 0.0463)
H (4.6985, 2.3891, 1.7605)

Here are the Löwdin charges for atoms 1 to 8, given in e:
1. C -0.07
2. C -0.20
3. C -0.19
4. C -0.12
5. C -0.01
6. C -0.07
7. C 0.06
8. C -0.12

=====

The following is a DFT calculation (the ωB97M-V functional and the def2-TZVPD basis) of a molecular structure, C16H28As2HfS3.

Values from the calculation:
E_tot: -172489.475 eV
relative energy (zero: lowest compared OMol25 entry of this formula, charge and spin): 0.0 kJ/mol
total charge: +4
LUMO: -15.4 eV
HOMO: -20.19 eV
orbital gap: 4.8 eV

Atoms and positions in Å:
Hf (0.6817, 0.6097, 0.2800)
C (3.2384, 0.9175, -1.7737)
C (2.3945, 2.1421, -2.0683)
S (0.6051, 2.2514, -1.5431)
C (0.5825, 3.8444, -0.3865)
C (1.5400, 3.7767, 0.8497)
S (1.2368, 2.1575, 2.0195)
C (3.0316, 1.6943, 2.3099)
C (3.9425, 1.5452, 1.1450)
S (3.1308, 0.2231, -0.0378)
H (2.8750, 0.1154, -2.4953)
H (4.2501, 1.1245, -2.0562)
H (2.8658, 3.0674, -1.7928)
H (2.3253, 2.2152, -3.1756)
H (0.7893, 4.7366, -1.0702)
H (-0.4614, 3.8504, -0.0566)
H (2.5787, 3.8977, 0.5159)
H (1.2477, 4.5367, 1.6018)
H (3.2782, 2.5783, 2.9051)
H (2.8938, 0.7328, 2.7770)
H (4.1770, 2.4976, 0.6108)
H (4.9244, 1.1101, 1.4399)
C (-3.1758, 1.5989, -0.1635)
As (-1.9772, 0.1533, 0.5281)
C (-2.7578, -0.2663, 2.2724)
C (-2.6098, -1.4257, -0.4363)
C (-3.7787, -1.4875, -1.1913)
C (-3.9863, -2.5634, -2.1143)
C (-2.9176, -3.4854, -2.3432)
C (-1.7340, -3.3578, -1.6222)
C (-1.6244, -2.4281, -0.5736)
As (0.0598, -2.0539, 0.4581)
C (1.3689, -3.2934, -0.3729)
C (-0.3656, -3.2322, 2.0353)
H (-4.1809, 1.1951, -0.2625)
H (-2.7253, 1.9489, -1.0986)
H (-3.1961, 2.4683, 0.4561)
H (-2.4482, -1.2805, 2.5314)
H (-3.8260, -0.2530, 2.1515)
H (-2.3819, 0.5470, 2.9134)
H (-4.4274, -0.6148, -1.1341)
H (-4.9368, -2.6869, -2.5495)
H (-3.0785, -4.1887, -3.1615)
H (-0.8945, -4.0645, -1.6496)
H (2.3288, -2.8626, -0.0744)
H (1.3654, -3.3748, -1.4770)
H (1.2452, -4.3560, 0.0125)
H (-0.1179, -2.6826, 2.9472)
H (0.1124, -4.2492, 1.9345)
H (-1.4674, -3.3287, 1.9852)

Here are the Löwdin charges for atoms 1 to 8, given in e:
1. Hf 0.88
2. C -0.40
3. C -0.43
4. S 0.85
5. C -0.31
6. C -0.26
7. S 0.84
8. C -0.43

=====

The following is a DFT calculation (the ωB97M-V functional and the def2-TZVPD basis) of a molecular structure, C23H30N4O4.

Values from the calculation:
E_tot: -38466.049 eV
relative energy (zero: lowest compared OMol25 entry of this formula, charge and spin): 2308.1 kJ/mol
LUMO: 0.2 eV
HOMO: -8.22 eV
orbital gap: 8.4 eV

Atoms and positions in Å:
C (-3.9133, -3.1111, -1.2795)
C (-2.7132, -2.8719, -0.3516)
H (-2.4766, -3.6773, 0.1982)
H (-1.8932, -2.5497, -0.8609)
O (-3.2963, -2.0347, 0.4093)
C (-2.4444, -1.3184, 1.3364)
O (-1.2904, -1.5874, 1.3924)
N (-2.9574, -0.3078, 2.0346)
C (-2.0622, 0.5539, 2.7669)
H (-1.1166, -0.1141, 3.1738)
C (-1.6101, 1.8597, 1.9281)
N (-2.6380, 1.9292, 0.7503)
C (-2.3351, 1.0478, -0.4691)
C (-1.2657, 0.9765, -1.1637)
N (-0.0014, 1.1394, -1.4880)
C (0.7310, 2.0512, -0.4647)
H (0.1968, 2.5406, 0.0885)
C (1.8036, 1.2561, 0.3134)
N (2.7517, 0.6259, -0.7396)
C (3.8671, 0.1329, -0.0590)
C (4.0798, -1.2440, 0.0864)
C (5.2452, -1.5701, 0.7937)
C (6.3801, -0.6199, 0.8052)
C (6.1075, 0.6330, 0.5620)
C (4.9388, 1.1853, -0.3266)
C (4.8472, 2.4630, -0.5267)
H (3.9971, 2.3241, -1.2758)
H (4.5228, 3.2385, 0.2927)
H (5.6156, 2.7885, -0.8152)
H (7.0159, 1.2549, 0.5330)
H (7.3676, -0.9306, 1.0600)
C (5.5556, -3.1298, 0.8658)
H (5.9116, -3.6250, 0.1243)
H (6.3574, -3.3313, 1.7081)
H (4.6450, -3.6194, 1.3902)
H (3.3646, -1.7545, 0.1415)
C (1.8480, -0.4435, -1.5406)
H (2.4533, -1.0463, -1.7411)
C (0.7990, 0.3691, -2.2125)
H (0.0608, -0.2292, -2.6904)
H (1.4406, 0.8922, -2.7684)
H (1.1199, -1.0257, -0.4372)
H (2.3783, 1.9596, 0.8135)
H (1.2758, 0.5154, 0.9855)
H (1.2279, 2.7956, -1.3676)
C (-2.0310, 0.0428, -2.0870)
O (-1.9335, -0.8292, -2.9017)
C (-3.2108, 0.4877, -1.2289)
O (-4.5251, 0.7386, -1.4601)
C (-4.0209, 1.8386, 1.4202)
H (-3.9354, 2.5489, 2.1340)
C (-4.1683, 0.3807, 1.8238)
H (-4.5387, -0.1686, 1.0157)
H (-4.7266, 0.2838, 2.8877)
H (-4.4715, 1.9768, 0.6971)
H (-1.3975, 2.7007, 2.6622)
H (-0.6230, 1.3208, 1.3982)
H (-2.6049, 0.9315, 3.7931)
H (-4.8447, -3.3348, -0.8417)
H (-4.0239, -2.2125, -1.6263)
H (-3.5806, -3.9531, -2.1467)

Here are the Löwdin charges for atoms 1 to 8, given in e:
1. C -0.01
2. C -0.34
3. H 0.10
4. H 0.09
5. O -0.01
6. C -0.46
7. O 0.11
8. N -0.07

=====

The following is a DFT calculation (the ωB97M-V functional and the def2-TZVPD basis) of a molecular structure, C26H27MnN5O2.

Values from the calculation:
E_tot: -70265.692 eV
total charge: -1
2S+1: 5
LUMO (alpha / beta): 2.8 / 2.8 eV
<S²>: 6.13
HOMO (alpha / beta): -5.01 / -5.35 eV
orbital gap (alpha / beta): 7.8 / 8.2 eV

Atoms and positions in Å:
Mn (-0.1145, 0.2300, 0.1312)
C (-1.5318, 2.0105, 2.4712)
N (-0.5912, 2.2974, 1.4017)
C (0.6013, 2.9489, 1.9143)
C (-1.2250, 3.0803, 0.3463)
C (-2.2504, 2.2398, -0.3711)
C (-3.4672, 2.7670, -0.7845)
C (-4.3896, 1.9684, -1.4481)
C (-4.0909, 0.6323, -1.6794)
C (-2.8762, 0.1076, -1.2479)
C (-1.9370, 0.8949, -0.5882)
H (-1.9236, 2.9428, 2.9137)
H (-1.0362, 1.4359, 3.2505)
H (-2.3678, 1.4298, 2.0840)
H (0.3679, 3.9371, 2.3484)
H (1.3239, 3.0615, 1.1086)
H (1.0522, 2.3249, 2.6850)
H (-0.4217, 3.3647, -0.3424)
H (-1.6679, 4.0209, 0.7243)
H (-3.6962, 3.8091, -0.5825)
H (-5.3363, 2.3827, -1.7726)
H (-4.8044, -0.0039, -2.1894)
H (-2.6607, -0.9400, -1.4347)
C (0.8064, -4.3012, -0.4314)
C (1.4276, -4.2542, -1.6723)
C (1.3643, -3.0930, -2.4158)
C (0.6792, -1.9872, -1.9042)
N (0.0980, -2.0366, -0.6996)
C (0.1572, -3.1631, 0.0108)
C (0.6176, -0.6874, -2.6176)
C (0.8525, -0.6442, -3.9963)
C (0.8680, 0.5610, -4.6709)
C (0.6480, 1.7327, -3.9527)
C (0.3802, 1.6779, -2.5950)
C (0.3434, 0.4749, -1.8857)
H (0.8318, -5.1852, 0.1895)
H (1.9708, -5.1120, -2.0495)
H (1.8723, -3.0200, -3.3655)
H (-0.3452, -3.1390, 0.9709)
H (1.0056, -1.5617, -4.5514)
H (1.0368, 0.5897, -5.7395)
H (0.6626, 2.6914, -4.4586)
H (0.1796, 2.6131, -2.0851)
O (-0.7892, -0.5254, 1.8856)
N (-1.0699, -1.6510, 2.4404)
C (-0.8272, -1.7561, 3.7301)
C (-1.1508, -3.0119, 4.3435)
N (-1.4098, -4.0189, 4.8398)
C (-0.2463, -0.7146, 4.5302)
N (0.1900, 0.1051, 5.2121)
C (3.4095, -1.0329, -0.0694)
C (2.8720, -0.0848, 1.0012)
C (2.7074, -0.8132, 2.3321)
O (1.6897, 0.5199, 0.6158)
H (4.4086, -1.3992, 0.1804)
H (3.4522, -0.5237, -1.0336)
H (2.7515, -1.8969, -0.1667)
H (3.6335, 0.7056, 1.1449)
H (2.0156, -1.6525, 2.2107)
H (2.2915, -0.1420, 3.0820)
H (3.6581, -1.2061, 2.7023)

Here are the Löwdin charges for atoms 1 to 8, given in e:
1. Mn 0.86
2. C -0.09
3. N -0.29
4. C -0.09
5. C -0.18
6. C -0.25
7. C -0.06
8. C -0.12

=====

The following is a DFT calculation (the ωB97M-V functional and the def2-TZVPD basis) of 6 unconnected molecules or ions with the total composition C21H39Br10I2OS.

Values from the calculation:
E_tot: -751917.766 eV
total charge: -1
LUMO: 1.8 eV
HOMO: -3.00 eV
orbital gap: 4.8 eV

Atoms and positions in Å:
C (-4.9048, -2.7281, 3.4105)
O (-4.4008, -3.1737, 2.1736)
C (-2.9789, -3.2837, 2.1884)
C (-2.2818, -1.9531, 1.7644)
C (-1.5871, -2.0470, 0.3767)
C (-2.0902, -1.0241, -0.6490)
C (-1.6329, 0.4329, -0.3596)
C (-0.1376, 0.5805, -0.7708)
C (0.4531, 1.9048, -0.2205)
S (0.7020, 3.1101, -1.5873)
C (1.7889, 1.6221, 0.3507)
I (3.2454, 0.3531, -0.6946)
C (2.1629, 2.1495, 1.5112)
C (3.5413, 1.9497, 2.1483)
I (0.7738, 3.3785, 2.5545)
H (-4.3193, -1.9056, 3.8459)
H (-5.9179, -2.3466, 3.2348)
H (-4.9714, -3.5263, 4.1716)
H (-2.7263, -4.0943, 1.4916)
H (-2.6195, -3.6172, 3.1774)
H (-1.4927, -1.7970, 2.5177)
H (-2.9933, -1.1173, 1.8563)
H (-0.5066, -1.9763, 0.5411)
H (-1.7766, -3.0478, -0.0413)
H (-3.1794, -1.0441, -0.8004)
H (-1.6480, -1.3060, -1.6199)
H (-1.7813, 0.7123, 0.6902)
H (-2.1990, 1.0936, -1.0325)
H (-0.1107, 0.5613, -1.8735)
H (0.3997, -0.2965, -0.3817)
H (2.0351, 3.3148, -1.7676)
H (3.5692, 2.4896, 3.0999)
H (3.6690, 0.8770, 2.3327)
H (4.3040, 2.3157, 1.4530)
Br (3.3273, -2.7967, -6.8120)
C (4.0809, -1.3418, -5.7562)
C (3.4825, -1.2906, -4.3753)
Br (1.6994, -0.5224, -4.3924)
H (3.9243, -0.4272, -6.3201)
H (5.1475, -1.5541, -5.7023)
H (4.0656, -0.6344, -3.7300)
H (3.3999, -2.2694, -3.9115)
Br (-3.0285, 0.6736, 3.9425)
C (-4.1825, 2.0083, 4.7596)
C (-5.0077, 1.4230, 5.8751)
Br (-6.4946, 0.3678, 5.1910)
H (-4.7846, 2.4342, 3.9627)
H (-3.5072, 2.7696, 5.1465)
H (-5.4686, 2.2134, 6.4651)
H (-4.4348, 0.7726, 6.5290)
Br (-1.4607, 6.3695, -6.4250)
C (-1.3816, 5.5764, -4.6441)
C (-0.2670, 6.1649, -3.8238)
Br (1.4600, 5.4550, -4.3557)
H (-1.2847, 4.5036, -4.7797)
H (-2.3463, 5.7978, -4.1920)
H (-0.3772, 5.8834, -2.7767)
H (-0.2040, 7.2463, -3.9033)
Br (2.9352, 0.8632, 5.9205)
C (1.9123, 2.0668, 7.0559)
C (1.9578, 3.4829, 6.5464)
Br (3.6644, 4.3304, 6.9552)
H (2.3093, 1.9645, 8.0617)
H (0.8930, 1.6855, 7.0295)
H (1.2095, 4.0940, 7.0484)
H (1.8178, 3.5563, 5.4707)
Br (2.5592, -5.8212, -8.2851)
C (3.6171, -7.1754, -7.3664)
C (3.1136, -7.4365, -5.9701)
Br (3.6359, -6.0297, -4.7343)
H (4.6487, -6.8374, -7.3906)
H (3.5160, -8.0713, -7.9765)
H (3.5614, -8.3442, -5.5696)
H (2.0317, -7.5149, -5.9185)

Here are the Löwdin charges for atoms 1 to 8, given in e:
1. C -0.15
2. O -0.20
3. C -0.22
4. C -0.19
5. C -0.20
6. C -0.22
7. C -0.20
8. C -0.34